No. 1
Computed, not measured: C41H35ClFMgN6O7 as an isolated structure, with ωB97M-V with the def2-TZVPD basis set.

CARTESIAN COORDINATES (ANGSTROEM)
Mg (-2.145, 0.105, -2.039)
C (-3.707, 3.738, -4.067)
C (-4.443, 3.216, -5.115)
C (-4.508, 1.843, -5.274)
C (-3.835, 1.024, -4.374)
N (-3.138, 1.537, -3.355)
C (-3.075, 2.855, -3.208)
C (-3.839, -0.463, -4.492)
C (-4.537, -1.132, -5.492)
C (-4.490, -2.514, -5.536)
C (-3.749, -3.193, -4.584)
C (-3.087, -2.449, -3.622)
N (-3.131, -1.126, -3.578)
H (-3.630, 4.803, -3.900)
H (-4.966, 3.868, -5.802)
H (-5.082, 1.422, -6.085)
H (-2.507, 3.208, -2.357)
H (-5.112, -0.592, -6.229)
H (-5.025, -3.053, -6.307)
H (-3.680, -4.272, -4.581)
H (-2.488, -2.931, -2.858)
O (-1.904, 4.787, 3.328)
C (-2.916, 4.231, 2.851)
O (-4.114, 4.348, 3.159)
C (-2.631, 3.284, 1.652)
C (-1.342, 3.163, 1.151)
C (-1.100, 2.309, 0.093)
N (-2.057, 1.563, -0.458)
C (-3.307, 1.658, 0.026)
C (-3.635, 2.524, 1.055)
C (-4.304, 0.698, -0.632)
O (-5.464, 1.051, -0.802)
O (-3.766, -0.418, -0.979)
H (-0.552, 3.739, 1.614)
H (-0.107, 2.187, -0.329)
H (-4.652, 2.602, 1.413)
F (0.230, 0.590, 3.853)
C (0.957, 0.352, 2.715)
C (0.283, -0.133, 1.617)
C (1.003, -0.422, 0.424)
C (0.441, -0.863, -0.752)
O (-0.932, -1.167, -0.825)
C (1.158, -0.815, -1.996)
C (2.488, -0.677, -1.952)
N (3.150, -0.585, -0.706)
C (4.563, -0.491, -0.693)
C (5.332, -1.528, 0.076)
C (5.338, -1.538, -1.429)
C (2.438, -0.207, 0.449)
C (3.048, 0.323, 1.553)
C (2.299, 0.634, 2.735)
N (2.955, 1.202, 3.876)
C (3.333, 0.254, 4.899)
C (4.359, 0.889, 5.822)
N (3.745, 2.139, 6.400)
C (3.314, 3.104, 5.322)
C (2.323, 2.372, 4.440)
C (0.390, -0.694, -3.295)
O (0.736, -1.323, -4.293)
O (-0.595, 0.132, -3.221)
H (-0.792, -0.175, 1.652)
H (3.103, -0.573, -2.834)
H (4.982, 0.519, -0.683)
H (4.736, -2.278, 0.579)
H (6.231, -1.221, 0.595)
H (4.760, -2.304, -1.925)
H (6.238, -1.235, -1.946)
H (4.110, 0.531, 1.553)
H (3.766, -0.627, 4.428)
H (2.466, -0.085, 5.499)
H (5.236, 1.208, 5.261)
H (4.648, 0.249, 6.654)
H (4.377, 2.585, 7.060)
H (2.904, 1.864, 6.915)
H (4.212, 3.381, 4.773)
H (2.881, 3.973, 5.817)
H (1.994, 3.027, 3.636)
H (1.427, 2.135, 5.040)
Cl (-1.052, -3.704, 2.717)
C (-0.144, -4.029, 1.262)
C (0.836, -5.012, 1.333)
C (1.577, -5.321, 0.207)
C (1.325, -4.660, -0.988)
C (0.340, -3.690, -1.042)
C (-0.412, -3.348, 0.082)
C (-1.430, -2.249, -0.033)
H (1.006, -5.521, 2.272)
H (2.350, -6.077, 0.264)
H (1.903, -4.885, -1.875)
H (0.163, -3.160, -1.972)
H (-1.746, -1.893, 0.944)
H (-2.327, -2.594, -0.549)

Calculated values
net charge	-1
frontier orbital gap	0.095	hartree
energy above the lowest of the compared OMol25 structures with the same formula, charge and spin	8.3	kcal/mol


No. 2
Computed, not measured: C41H35CoN3O5S2Se as an isolated structure in a non-equilibrium geometry, with ωB97M-V with the def2-TZVPD basis set.

CARTESIAN COORDINATES (ANGSTROEM)
Co (-0.085, -0.237, -0.064)
S (-2.340, -0.024, 0.489)
C (-2.766, 0.238, -1.154)
S (-1.440, 0.569, -2.168)
C (-4.088, 0.171, -1.569)
C (-5.129, -0.115, -0.663)
N (-6.011, -0.358, 0.039)
C (-4.468, 0.309, -2.917)
N (-4.822, 0.393, -4.011)
O (2.120, -0.319, -0.321)
C (2.771, 0.910, 0.038)
C (1.631, 1.989, 0.182)
O (1.944, 3.162, 0.216)
O (0.461, 1.505, 0.309)
C (3.741, 1.323, -1.046)
C (4.632, 2.365, -0.815)
C (5.522, 2.747, -1.804)
C (5.530, 2.102, -3.031)
C (4.639, 1.069, -3.265)
C (3.748, 0.680, -2.278)
C (3.466, 0.739, 1.380)
C (4.574, -0.102, 1.436)
C (5.232, -0.323, 2.633)
C (4.783, 0.288, 3.793)
C (3.674, 1.116, 3.747)
C (3.017, 1.342, 2.547)
H (2.691, -1.064, -0.089)
H (4.617, 2.875, 0.137)
H (6.215, 3.557, -1.615)
H (6.231, 2.404, -3.799)
H (4.631, 0.564, -4.222)
H (3.056, -0.128, -2.464)
H (4.935, -0.576, 0.529)
H (6.098, -0.971, 2.658)
H (5.296, 0.117, 4.730)
H (3.310, 1.585, 4.651)
H (2.158, 1.997, 2.527)
C (-0.800, -5.513, -3.025)
O (-0.609, -5.225, -1.659)
C (-1.642, -4.654, -0.973)
C (-2.922, -4.525, -1.488)
C (-3.952, -4.014, -0.714)
C (-3.715, -3.645, 0.598)
C (-2.438, -3.749, 1.113)
C (-1.377, -4.205, 0.337)
N (-0.109, -4.274, 0.923)
C (1.106, -4.106, 0.375)
C (1.445, -3.465, -0.822)
C (2.655, -3.819, -1.471)
C (2.955, -3.368, -2.725)
C (2.068, -2.505, -3.386)
C (0.951, -2.031, -2.744)
C (0.636, -2.435, -1.432)
O (-0.326, -1.864, -0.777)
H (0.146, -5.925, -3.373)
H (-1.030, -4.607, -3.593)
H (-1.591, -6.254, -3.178)
H (-3.126, -4.823, -2.505)
H (-4.939, -3.907, -1.142)
H (-4.514, -3.245, 1.203)
H (-2.231, -3.414, 2.122)
H (-0.127, -4.255, 1.937)
H (1.901, -4.580, 0.941)
H (3.320, -4.505, -0.962)
H (3.864, -3.686, -3.218)
H (2.284, -2.183, -4.396)
H (0.292, -1.309, -3.207)
C (0.238, 0.500, 8.211)
C (0.428, 0.110, 6.770)
C (1.328, -0.876, 6.398)
C (1.461, -1.285, 5.078)
C (2.445, -2.363, 4.735)
C (0.657, -0.694, 4.095)
Se (0.744, -1.402, 2.309)
C (-0.231, 0.333, 4.444)
C (-1.097, 0.992, 3.423)
C (-0.325, 0.716, 5.774)
H (0.928, -0.044, 8.854)
H (-0.782, 0.274, 8.528)
H (0.397, 1.570, 8.349)
H (1.937, -1.352, 7.157)
H (3.026, -2.646, 5.612)
H (3.121, -2.023, 3.951)
H (1.925, -3.244, 4.354)
H (-0.507, 1.360, 2.583)
H (-1.654, 1.823, 3.852)
H (-1.812, 0.271, 3.025)
H (-1.024, 1.500, 6.042)

Calculated values
net charge	-1
frontier orbital gap (alpha / beta)	0.198 / 0.198	hartree


No. 3
Computed, not measured: C41H35N3O2STeTi as an isolated structure, with ωB97M-V with the def2-TZVPD basis set.

CARTESIAN COORDINATES (ANGSTROEM)
Ti (-0.100, 0.054, 0.144)
C (1.133, -6.749, 1.183)
C (1.131, -5.291, 0.821)
C (2.313, -4.578, 0.673)
C (2.328, -3.222, 0.369)
C (3.635, -2.491, 0.317)
O (3.779, -1.426, 0.879)
C (4.765, -3.140, -0.401)
C (4.546, -4.010, -1.466)
C (5.621, -4.547, -2.156)
C (6.916, -4.234, -1.769)
C (7.140, -3.375, -0.700)
C (6.068, -2.819, -0.024)
C (1.118, -2.535, 0.175)
O (1.166, -1.255, -0.197)
C (-0.104, -3.247, 0.293)
C (-0.057, -4.608, 0.619)
C (-1.433, -2.638, 0.106)
N (-1.585, -1.358, 0.155)
C (-2.847, -0.660, -0.124)
C (-3.075, -0.505, -1.619)
Te (-1.297, 0.201, -2.620)
C (-0.870, -1.696, -3.442)
C (0.295, -2.378, -3.113)
C (0.540, -3.632, -3.658)
C (-0.372, -4.207, -4.531)
C (-1.530, -3.519, -4.872)
C (-1.776, -2.265, -4.334)
C (-2.587, -3.541, -0.153)
C (-3.610, -3.678, 0.781)
C (-4.684, -4.512, 0.506)
C (-4.741, -5.195, -0.700)
C (-3.718, -5.061, -1.628)
C (-2.633, -4.243, -1.354)
H (2.150, -7.119, 1.305)
H (0.649, -7.350, 0.411)
H (0.600, -6.925, 2.118)
H (3.261, -5.087, 0.810)
H (3.534, -4.261, -1.760)
H (5.450, -5.211, -2.993)
H (7.756, -4.661, -2.301)
H (8.151, -3.137, -0.399)
H (6.223, -2.134, 0.799)
H (-0.990, -5.148, 0.720)
H (-2.763, 0.330, 0.341)
H (-3.681, -1.165, 0.365)
H (-3.891, 0.187, -1.814)
H (-3.304, -1.462, -2.087)
H (1.010, -1.939, -2.430)
H (1.449, -4.161, -3.398)
H (-0.176, -5.183, -4.955)
H (-2.237, -3.955, -5.565)
H (-2.676, -1.732, -4.621)
H (-3.554, -3.150, 1.725)
H (-5.474, -4.629, 1.236)
H (-5.583, -5.841, -0.913)
H (-3.761, -5.601, -2.565)
H (-1.822, -4.147, -2.067)
C (2.888, 1.038, 2.254)
N (1.893, 2.016, 2.671)
C (2.125, 3.357, 2.902)
C (0.946, 3.922, 3.231)
N (0.013, 2.910, 3.200)
C (0.589, 1.757, 2.828)
S (-0.206, 0.244, 2.614)
H (3.836, 1.552, 2.127)
H (2.598, 0.579, 1.313)
H (2.981, 0.257, 3.004)
H (3.108, 3.782, 2.809)
H (0.689, 4.936, 3.476)
H (-0.978, 2.997, 3.351)
C (-0.036, 2.181, -0.063)
C (0.013, 3.394, -0.182)
C (0.098, 4.821, -0.264)
C (-0.968, 5.617, 0.162)
C (-0.874, 6.998, 0.110)
C (0.282, 7.601, -0.366)
C (1.345, 6.816, -0.793)
C (1.257, 5.435, -0.745)
H (-1.871, 5.144, 0.528)
H (-1.708, 7.606, 0.437)
H (0.353, 8.679, -0.409)
H (2.246, 7.284, -1.168)
H (2.081, 4.819, -1.080)

Calculated values
net charge	+1
spin multiplicity	2
frontier orbital gap (alpha / beta)	0.278 / 0.276	hartree
energy above the lowest of the compared OMol25 structures with the same formula, charge and spin	0.0	kcal/mol


No. 4
Computed, not measured: C41H36AuN4P2SSeTe as an isolated structure, with ωB97M-V with the def2-TZVPD basis set.

CARTESIAN COORDINATES (ANGSTROEM)
Au (-0.339, -0.291, -0.837)
Te (3.067, 3.455, -0.678)
C (3.389, 3.740, 1.399)
C (2.434, 4.350, 2.203)
C (2.650, 4.394, 3.573)
N (3.730, 3.894, 4.166)
C (4.656, 3.349, 3.386)
C (4.534, 3.244, 2.006)
C (1.625, 1.976, -0.513)
P (1.852, 0.285, -0.344)
C (2.202, -0.297, 1.320)
C (2.257, -1.666, 1.596)
C (2.461, -2.097, 2.894)
C (2.610, -1.170, 3.920)
C (2.551, 0.188, 3.652)
C (2.338, 0.627, 2.353)
C (3.033, -0.428, -1.497)
C (2.807, -0.172, -2.852)
C (3.679, -0.665, -3.805)
C (4.786, -1.407, -3.410)
C (5.022, -1.650, -2.067)
C (4.147, -1.163, -1.106)
P (-0.047, 2.037, -0.929)
C (-1.102, 2.982, 0.172)
C (-2.348, 3.450, -0.245)
C (-3.166, 4.113, 0.654)
C (-2.746, 4.309, 1.964)
C (-1.511, 3.835, 2.383)
C (-0.691, 3.166, 1.490)
C (-0.386, 2.634, -2.593)
C (-0.288, 4.007, -2.827)
C (-0.441, 4.499, -4.113)
C (-0.697, 3.628, -5.164)
C (-0.799, 2.264, -4.933)
C (-0.642, 1.765, -3.649)
H (1.535, 4.780, 1.781)
H (1.916, 4.853, 4.227)
H (5.537, 2.964, 3.887)
H (5.313, 2.765, 1.427)
H (2.127, -2.386, 0.797)
H (2.499, -3.156, 3.109)
H (2.772, -1.513, 4.933)
H (2.671, 0.911, 4.447)
H (2.289, 1.687, 2.137)
H (1.953, 0.426, -3.153)
H (3.503, -0.466, -4.853)
H (5.471, -1.790, -4.155)
H (5.891, -2.216, -1.762)
H (4.344, -1.346, -0.058)
H (-2.675, 3.301, -1.266)
H (-4.132, 4.480, 0.334)
H (-3.388, 4.831, 2.661)
H (-1.187, 3.987, 3.404)
H (0.274, 2.789, 1.805)
H (-0.093, 4.688, -2.008)
H (-0.362, 5.562, -4.295)
H (-0.821, 4.016, -6.166)
H (-1.008, 1.588, -5.751)
H (-0.734, 0.700, -3.469)
C (-3.161, -5.013, -2.251)
C (-3.591, -3.947, -1.307)
C (-4.413, -4.125, -0.223)
C (-4.755, -3.003, 0.545)
N (-4.277, -1.788, 0.275)
C (-3.455, -1.642, -0.745)
S (-2.757, -0.100, -1.107)
N (-3.158, -2.692, -1.549)
C (-5.669, -3.118, 1.716)
H (-3.247, -5.991, -1.784)
H (-2.130, -4.851, -2.567)
H (-3.797, -4.996, -3.139)
H (-4.778, -5.109, 0.029)
H (-2.446, -2.541, -2.258)
H (-5.671, -4.126, 2.125)
H (-6.685, -2.875, 1.396)
H (-5.384, -2.399, 2.479)
Se (0.058, -2.752, -1.207)
C (-0.815, -3.521, 0.313)
C (-1.285, -2.791, 1.402)
C (-1.966, -3.455, 2.412)
N (-2.191, -4.764, 2.424)
C (-1.703, -5.462, 1.403)
C (-1.020, -4.901, 0.337)
H (-1.148, -1.718, 1.471)
H (-2.353, -2.895, 3.257)
H (-1.871, -6.534, 1.434)
H (-0.651, -5.532, -0.462)

Calculated values
net charge	+1
frontier orbital gap	0.247	hartree


No. 5
Computed, not measured: C41H36Cl4N2O6SeSiW as an isolated structure in a non-equilibrium geometry, with ωB97M-V with the def2-TZVPD basis set.

CARTESIAN COORDINATES (ANGSTROEM)
W (0.136, -0.263, 0.806)
C (-0.480, 6.269, 2.127)
O (0.163, 6.204, 0.891)
C (0.513, 5.017, 0.454)
C (0.755, 4.921, -0.943)
C (0.890, 3.768, -1.601)
C (0.909, 2.522, -0.863)
C (1.448, 1.314, -1.373)
C (2.314, 1.111, -2.588)
O (1.391, 0.198, -0.719)
C (0.780, 2.616, 0.571)
O (0.937, 1.575, 1.369)
C (0.556, 3.827, 1.255)
H (-0.994, 7.238, 2.170)
H (0.231, 6.158, 2.986)
H (-1.301, 5.586, 2.339)
H (0.793, 5.816, -1.543)
H (1.097, 3.776, -2.715)
H (2.302, 0.024, -2.646)
H (3.329, 1.400, -2.382)
H (1.922, 1.490, -3.488)
H (0.573, 3.822, 2.330)
C (3.399, -2.779, -1.412)
Si (2.877, -2.191, 0.317)
C (3.322, -3.483, 1.560)
C (3.776, -0.614, 0.762)
N (1.081, -1.901, 0.328)
C (0.428, -3.017, -0.299)
C (0.447, -4.300, 0.271)
C (0.192, -5.424, -0.532)
C (-0.033, -5.256, -1.866)
C (-0.262, -4.029, -2.437)
C (-0.034, -2.907, -1.626)
O (-0.053, -1.592, -2.099)
C (-0.718, -1.323, -3.270)
C (-2.055, -1.714, -3.524)
C (-2.676, -1.459, -4.766)
C (-1.962, -0.726, -5.707)
C (-0.673, -0.324, -5.468)
C (-0.069, -0.667, -4.289)
H (3.077, -3.835, -1.621)
H (4.510, -2.793, -1.397)
H (2.966, -2.133, -2.168)
H (2.998, -4.463, 1.112)
H (2.857, -3.229, 2.486)
H (4.354, -3.429, 1.824)
H (4.498, -0.361, -0.022)
H (4.343, -0.664, 1.680)
H (3.303, 0.306, 0.809)
H (0.679, -4.366, 1.301)
H (0.387, -6.405, -0.111)
H (-0.044, -6.171, -2.475)
H (-0.414, -3.825, -3.507)
H (-2.596, -2.243, -2.657)
H (-3.608, -1.914, -5.092)
H (-2.445, -0.616, -6.688)
H (-0.064, 0.170, -6.239)
H (0.936, -0.422, -4.048)
Cl (-5.068, 4.098, 1.861)
C (-3.908, 3.057, 1.174)
C (-3.863, 2.952, -0.199)
Cl (-4.791, 4.103, -1.135)
C (-2.927, 2.045, -0.791)
Cl (-2.863, 1.911, -2.578)
C (-2.044, 1.450, 0.017)
O (-1.081, 0.601, -0.417)
C (-2.103, 1.528, 1.434)
O (-1.338, 0.656, 2.054)
C (-3.062, 2.318, 2.030)
Cl (-3.288, 2.229, 3.740)
C (-3.489, -3.838, 0.964)
C (-3.464, -2.963, -0.139)
C (-2.542, -1.901, -0.141)
C (-1.615, -1.740, 0.917)
C (-1.690, -2.669, 1.935)
C (-2.630, -3.680, 2.011)
H (-4.126, -4.694, 1.092)
H (-4.136, -3.179, -0.968)
H (-2.456, -1.232, -0.988)
H (-0.948, -2.645, 2.729)
H (-2.723, -4.403, 2.757)
Se (1.207, -0.773, 3.013)
C (1.156, 0.961, 3.873)
C (2.456, 1.538, 3.834)
C (2.638, 2.786, 4.355)
N (1.625, 3.482, 4.890)
C (0.375, 2.951, 4.916)
C (0.086, 1.683, 4.399)
H (3.370, 1.089, 3.538)
H (3.609, 3.267, 4.403)
H (-0.423, 3.436, 5.400)
H (-0.933, 1.288, 4.452)

Calculated values
net charge	0
frontier orbital gap	0.234	hartree
energy above the lowest of the compared OMol25 structures with the same formula, charge and spin	31.8	kcal/mol